Density functional theory data (ωB97M-V with the def2-TZVPD basis set) for C23H30N2O4 in the gas phase.

As for the energy: -1304.87198 Eh. Its LUMO energy is 0.0207 Eh. As for the energy above the lowest of the compared OMol25 structures with the same formula, charge and spin: 270.9 kJ/mol. The frontier orbital gap is 8.24 eV.

The geometry in ORCA input format:
```
! RIJCOSX wB97M-V def2-TZVPD def2/J DEFGRID3
* xyz 0 1
C -3.94 -3.90 -0.20
C -3.43 -3.37 1.13
O -3.58 -1.98 1.27
C -2.84 -1.13 0.49
C -1.69 -1.52 -0.19
C -0.94 -0.60 -0.90
C 0.25 -1.06 -1.67
O 0.15 -1.77 -2.65
N 1.46 -0.63 -1.22
C 1.67 0.04 0.05
C 3.01 0.77 0.03
N 4.09 -0.17 -0.15
C 5.34 0.06 0.36
C 6.26 -0.98 0.50
C 7.53 -0.75 1.01
C 7.91 0.53 1.39
C 7.01 1.57 1.26
C 5.75 1.35 0.74
C 3.77 -1.36 -0.91
C 2.66 -1.05 -1.91
C -1.34 0.73 -0.97
C -2.50 1.14 -0.31
O -2.99 2.40 -0.32
C -2.29 3.40 -1.03
C -3.07 4.70 -0.86
C -3.26 0.21 0.42
O -4.35 0.73 1.05
C -5.53 -0.06 1.17
C -6.69 0.91 1.36
H -3.38 -3.48 -1.03
H -3.85 -4.99 -0.23
H -4.99 -3.64 -0.32
H -2.38 -3.67 1.29
H -4.02 -3.78 1.95
H -1.35 -2.54 -0.17
H 1.67 -0.69 0.87
H 0.86 0.75 0.23
H 2.99 1.53 -0.77
H 3.13 1.29 0.98
H 5.99 -1.99 0.24
H 8.22 -1.57 1.11
H 8.90 0.70 1.79
H 7.29 2.57 1.54
H 5.08 2.18 0.62
H 4.66 -1.68 -1.46
H 3.45 -2.18 -0.26
H 2.41 -1.93 -2.50
H 2.99 -0.26 -2.59
H -0.76 1.43 -1.55
H -2.22 3.14 -2.10
H -1.28 3.52 -0.63
H -2.56 5.51 -1.39
H -4.07 4.59 -1.26
H -3.14 4.95 0.19
H -5.45 -0.73 2.03
H -5.68 -0.65 0.27
H -6.77 1.57 0.51
H -7.62 0.35 1.47
H -6.53 1.51 2.25
*
```

***

Density functional theory data (ωB97M-V with the def2-TZVPD basis set) for C23H30N2O5 in the gas phase.

As for the energy: -1380.17455 Eh. Its LUMO energy is 0.0092 Eh. As for the energy above the lowest of the compared OMol25 structures with the same formula, charge and spin: 42.8 kJ/mol. The frontier orbital gap is 8.62 eV.

The geometry in ORCA input format:
```
! RIJCOSX wB97M-V def2-TZVPD def2/J DEFGRID3
* xyz 0 1
C -0.96 4.18 -0.25
C -0.19 2.90 -0.08
C -0.01 2.03 -1.16
O -0.61 2.43 -2.32
C -0.34 1.73 -3.53
C 1.11 1.82 -4.00
C -0.88 0.28 -3.52
O -0.35 -0.62 -4.14
N -2.02 0.15 -2.82
C -2.83 -1.04 -2.83
C -3.01 -1.68 -1.43
N -2.09 -2.73 -1.07
C -0.70 -2.33 -1.02
C 0.10 -3.45 -0.36
O -0.04 -4.67 -1.05
C -1.40 -5.04 -1.13
C -2.23 -3.96 -1.83
C 0.70 0.85 -0.99
C 1.24 0.53 0.23
C 1.10 1.37 1.33
C 1.64 1.09 2.64
C 1.38 1.96 3.66
C 0.62 3.18 3.44
O 0.37 4.00 4.29
O 0.16 3.42 2.18
C 0.36 2.56 1.15
C 1.86 1.75 5.06
C 2.26 0.30 5.31
C 3.19 -0.15 4.19
C 2.44 -0.15 2.86
H -2.03 3.98 -0.19
H -0.75 4.61 -1.22
H -0.69 4.88 0.54
H -0.98 2.26 -4.26
H 1.32 2.83 -4.35
H 1.80 1.58 -3.21
H 1.25 1.12 -4.82
H -2.38 0.96 -2.33
H -3.82 -0.78 -3.23
H -2.35 -1.74 -3.51
H -2.93 -0.89 -0.67
H -4.02 -2.10 -1.37
H -0.61 -1.42 -0.43
H -0.29 -2.15 -2.03
H 1.17 -3.22 -0.36
H -0.25 -3.57 0.68
H -1.42 -5.97 -1.70
H -1.80 -5.21 -0.12
H -3.28 -4.26 -1.85
H -1.86 -3.85 -2.86
H 0.82 0.16 -1.81
H 1.78 -0.40 0.33
H 2.71 2.41 5.25
H 1.07 2.07 5.75
H 1.37 -0.33 5.32
H 2.75 0.21 6.28
H 4.04 0.53 4.13
H 3.57 -1.15 4.39
H 1.77 -1.01 2.81
H 3.16 -0.26 2.04
*
```

***

Density functional theory data (ωB97M-V with the def2-TZVPD basis set) for C23H30N4O in the gas phase.

As for the energy: -1188.64934 Eh. Its LUMO energy is 0.0308 Eh. As for the energy above the lowest of the compared OMol25 structures with the same formula, charge and spin: 323.1 kJ/mol. The frontier orbital gap is 9.10 eV.

The geometry in ORCA input format:
```
! RIJCOSX wB97M-V def2-TZVPD def2/J DEFGRID3
* xyz 0 1
C -5.04 -1.56 -0.41
C -3.98 -0.57 -0.91
N -2.71 -0.56 -0.20
C -1.98 -1.82 -0.29
C -1.77 -2.33 -1.71
C -2.77 -0.16 1.20
C -3.36 1.22 1.49
N -2.46 2.31 1.18
C -2.92 3.55 1.76
C -2.20 2.45 -0.24
C -1.18 1.50 -0.75
N -0.13 1.05 -0.13
C 0.55 0.39 -1.11
C 1.83 -0.35 -0.92
C 2.98 0.53 -0.48
C 4.27 0.17 -0.86
C 5.35 0.92 -0.45
C 5.16 2.04 0.34
C 3.88 2.40 0.72
C 2.79 1.65 0.31
C 1.62 -1.46 0.09
C 1.75 -2.79 -0.30
C 1.55 -3.81 0.62
C 1.22 -3.51 1.93
C 1.10 -2.19 2.32
C 1.30 -1.17 1.41
N -0.04 0.46 -2.27
O -1.17 1.19 -2.05
H -5.93 -1.47 -1.03
H -4.67 -2.58 -0.47
H -5.31 -1.35 0.62
H -3.76 -0.77 -1.96
H -4.40 0.44 -0.86
H -2.47 -2.60 0.31
H -1.00 -1.64 0.16
H -1.37 -1.54 -2.35
H -1.04 -3.14 -1.68
H -2.69 -2.71 -2.15
H -3.34 -0.90 1.79
H -1.75 -0.16 1.57
H -4.34 1.35 1.00
H -3.54 1.26 2.57
H -3.89 3.88 1.35
H -3.02 3.42 2.83
H -2.18 4.33 1.58
H -1.80 3.45 -0.42
H -3.11 2.34 -0.86
H 2.07 -0.80 -1.89
H 4.42 -0.71 -1.47
H 6.35 0.63 -0.74
H 6.01 2.63 0.66
H 3.73 3.28 1.33
H 1.80 1.94 0.61
H 2.00 -3.03 -1.32
H 1.65 -4.84 0.31
H 1.07 -4.30 2.65
H 0.84 -1.95 3.34
H 1.19 -0.14 1.71
*
```

***

Density functional theory data (ωB97M-V with the def2-TZVPD basis set) for C23H30N4O2 in the gas phase.

As for the energy: -1263.97261 Eh. Its LUMO energy is 0.0251 Eh. As for the energy above the lowest of the compared OMol25 structures with the same formula, charge and spin: 97.7 kJ/mol. The frontier orbital gap is 7.97 eV.

The geometry in ORCA input format:
```
! RIJCOSX wB97M-V def2-TZVPD def2/J DEFGRID3
* xyz 0 1
C 5.90 1.98 2.10
C 6.44 1.45 0.81
C 7.80 1.55 0.53
C 8.32 1.05 -0.66
C 7.49 0.45 -1.58
C 6.14 0.34 -1.31
C 5.61 0.83 -0.12
C 4.14 0.72 0.11
O 3.43 1.66 0.41
N 3.66 -0.54 -0.07
C 2.26 -0.88 0.05
C 1.66 -1.25 -1.30
C 0.19 -1.64 -1.13
N 0.10 -2.76 -0.22
C -1.21 -3.41 -0.19
C -2.31 -2.52 0.40
O -2.54 -2.49 1.59
N -2.93 -1.75 -0.54
C -3.93 -0.77 -0.36
C -4.39 -0.10 -1.49
C -5.36 0.87 -1.39
C -5.91 1.22 -0.15
N -6.91 2.17 -0.06
C -6.92 3.33 -0.91
C -7.64 2.34 1.17
C -5.44 0.53 0.98
C -4.47 -0.45 0.87
C 0.58 -2.40 1.10
C 2.06 -2.04 1.02
H 5.01 2.58 1.91
H 5.60 1.15 2.75
H 6.64 2.58 2.62
H 8.46 2.02 1.24
H 9.38 1.15 -0.86
H 7.89 0.07 -2.51
H 5.48 -0.12 -2.04
H 4.30 -1.28 -0.32
H 1.76 0.02 0.44
H 1.74 -0.42 -1.99
H 2.20 -2.11 -1.71
H -0.22 -1.94 -2.10
H -0.37 -0.76 -0.77
H -1.46 -3.72 -1.21
H -1.13 -4.29 0.44
H -2.65 -1.88 -1.50
H -3.98 -0.34 -2.46
H -5.71 1.35 -2.29
H -6.78 4.24 -0.32
H -7.87 3.41 -1.45
H -6.11 3.29 -1.64
H -8.56 2.88 0.94
H -7.91 1.37 1.58
H -7.08 2.91 1.92
H -5.82 0.76 1.96
H -4.13 -0.96 1.76
H 0.44 -3.25 1.77
H 0.02 -1.55 1.53
H 2.43 -1.77 2.01
H 2.62 -2.91 0.66
*
```